1.
Formula: C4H13Cl3GeN3W
Source: the Open Molecules 2025 dataset
Level of theory: ωB97M-V/def2-TZVPD

## Properties
E_HOMO (alpha / beta), eV: -26.24 / -26.70
Energy relative to the best compared isomer or geometry (same formula, charge and spin), kcal/mol: 0.0
Frontier orbital gap (alpha / beta), eV: 7.60 / 8.51
⟨S²⟩: 0.7592

ORCA input file:
```
! wB97M-V def2-TZVPD RIJCOSX def2/J DEFGRID3
* xyz 4 2
W -0.51386 -0.04075 1.41158
N -1.05689 -1.64542 0.06080
C -0.24945 -1.68922 -1.23038
C 1.15420 -1.26828 -0.87637
N 1.11650 0.02378 -0.05794
C 1.16926 1.30952 -0.87646
C -0.23497 1.70654 -1.24570
N -1.05947 1.60539 0.01879
H -2.05798 -1.59527 -0.17696
H -0.96948 -2.55949 0.52439
H -0.26626 -2.70546 -1.62949
H -0.73891 -1.04329 -1.95496
H 1.64860 -2.02283 -0.25944
H 1.77387 -1.11354 -1.76173
H 1.99795 0.02120 0.47098
H 1.65095 2.06508 -0.25162
H 1.80176 1.15406 -1.75193
H -0.27109 2.72837 -1.62923
H -0.68546 1.06394 -1.99868
H -0.95455 2.49204 0.52965
H -2.05192 1.59551 -0.23999
Cl -2.46970 0.39185 2.23887
Ge 0.14265 -0.05340 4.85286
Cl 0.25113 -1.71626 2.96893
Cl 0.87312 1.29593 2.86403
*
```

---

2.
Formula: C4H13Cr2O11S2
Source: the Open Molecules 2025 dataset
Level of theory: ωB97M-V/def2-TZVPD

## Properties
E_HOMO (alpha / beta), eV: -5.07 / -5.95
Frontier orbital gap (alpha / beta), eV: 6.84 / 7.55
⟨S²⟩: 20.0228

ORCA input file:
```
! wB97M-V def2-TZVPD RIJCOSX def2/J DEFGRID3
* xyz -1 9
Cr 17.27933 17.42878 9.61504
Cr 18.42188 18.13454 6.20980
S 19.13006 19.25256 9.12320
O 17.63982 19.40589 9.34600
O 19.32870 17.87976 9.68118
O 19.38622 19.19934 7.66999
O 19.86643 20.27825 9.81330
S 18.63550 15.88005 4.74496
O 19.50203 16.42123 5.83458
O 17.67340 17.02423 4.58647
O 19.37027 15.61398 3.51322
O 17.94683 14.64916 5.15929
O 17.14567 17.20098 7.59645
H 16.89274 16.37612 7.17419
C 13.88583 14.33168 5.20740
C 14.64947 14.59757 6.49879
O 15.81326 13.79423 6.59728
H 13.47600 13.31965 5.22514
H 14.50724 14.45626 4.32425
H 13.03118 15.01634 5.14699
H 14.02342 14.36893 7.36462
H 14.94755 15.65533 6.53004
H 16.54121 14.21133 6.07968
C 18.40645 13.97142 8.37989
C 17.39177 14.29220 9.46624
O 17.85096 15.44885 10.22737
H 18.03095 13.17875 7.73048
H 19.33764 13.62328 8.83347
H 18.61089 14.81966 7.72692
H 17.28350 13.44991 10.15371
H 16.40241 14.51466 9.07248
H 18.71140 15.22904 10.59667
*
```

---

3.
Formula: C4H13N
Source: the Open Molecules 2025 dataset
Level of theory: ωB97M-V/def2-TZVPD

## Properties
E_HOMO (alpha / beta), eV: 1.41 / -6.19
Energy relative to the best compared isomer or geometry (same formula, charge and spin), kcal/mol: 0.5
Frontier orbital gap (alpha / beta), eV: 2.70 / 10.54
⟨S²⟩: 0.7503

ORCA input file:
```
! wB97M-V def2-TZVPD RIJCOSX def2/J DEFGRID3
* xyz -1 2
C -1.84726 -0.47051 0.41634
C -3.14723 -1.00352 1.02962
H -1.64507 0.55150 0.75590
H -1.97068 -0.34570 -0.66354
H -0.99652 -1.11992 0.59911
H -3.09077 -2.08080 1.24555
H -3.31980 -0.52618 1.98737
H -3.98183 -0.93025 0.33837
C 1.95548 -0.11682 -1.35066
C 1.50375 1.08182 -0.53540
N 2.49322 1.47402 0.52303
H 2.26909 -0.91966 -0.67279
H 1.17703 -0.45073 -2.03892
H 2.87394 0.10033 -1.91583
H 1.39752 1.93795 -1.20555
H 0.58306 0.87290 -0.01491
H 2.33058 0.80289 1.27204
H 3.41549 1.14269 0.23027
*
```

---

4.
Formula: C4H13N2
Source: the Open Molecules 2025 dataset
Level of theory: ωB97M-V/def2-TZVPD

## Properties
E_HOMO (alpha / beta), eV: -3.37 / -9.46
Energy relative to the best compared isomer or geometry (same formula, charge and spin), kcal/mol: 82.1
Frontier orbital gap (alpha / beta), eV: 4.26 / 10.17
⟨S²⟩: 0.7507

ORCA input file:
```
! wB97M-V def2-TZVPD RIJCOSX def2/J DEFGRID3
* xyz 0 2
N 1.07138 -0.22824 1.53310
C 0.19220 1.02678 1.46169
C -0.27897 1.16753 -0.05228
N 0.70165 0.45195 -0.94075
C 0.03190 -0.66781 -1.65350
C -1.15748 -1.28312 -0.86091
H 1.17451 -0.79098 0.67116
H 0.63393 -0.87052 2.20227
H 2.07624 0.09517 1.90800
H -0.69617 0.88537 2.03929
H 0.61585 1.98400 1.97809
H -0.44068 2.28332 -0.35154
H -1.38862 1.10717 -0.13407
H 1.22825 1.19582 -1.45209
H 0.82944 -1.53007 -1.80045
H -0.18097 -0.38300 -2.73599
H -2.17388 -0.87913 -1.16465
H -1.15324 -2.33785 -0.91053
H -1.08536 -1.22639 0.26318
*
```

---

5.
Formula: C4H13N2
Source: the Open Molecules 2025 dataset
Level of theory: ωB97M-V/def2-TZVPD

## Properties
E_HOMO (alpha / beta), eV: -2.95 / -10.21
Energy relative to the best compared isomer or geometry (same formula, charge and spin), kcal/mol: 49.7
Frontier orbital gap (alpha / beta), eV: 3.81 / 10.92
⟨S²⟩: 0.7506

ORCA input file:
```
! wB97M-V def2-TZVPD RIJCOSX def2/J DEFGRID3
* xyz 0 2
C 2.15703 0.60950 -0.22422
C 0.77748 0.12396 0.05604
C -0.41012 0.92034 -0.37216
C -1.49822 0.61374 0.57185
N -1.91678 -0.74803 0.43067
N 0.50296 -1.29412 -0.56571
H 2.28832 0.88431 -1.23937
H 2.80198 -0.25301 -0.11717
H 2.35909 1.44553 0.52313
H 0.76488 -0.16445 1.11663
H -0.11916 1.91432 -0.08187
H -0.72553 0.83426 -1.39382
H -2.28767 1.37754 0.34747
H -1.08929 0.81123 1.55857
H -2.93066 -0.69378 0.13809
H -1.99662 -1.30697 1.28955
H 1.07813 -2.03973 -0.04106
H 0.68452 -1.45482 -1.55797
H -0.44034 -1.57982 -0.43867
*
```

---

6.
Formula: C4H13N2
Source: the Open Molecules 2025 dataset
Level of theory: ωB97M-V/def2-TZVPD

## Properties
E_HOMO, eV: -13.78
Energy relative to the best compared isomer or geometry (same formula, charge and spin), kcal/mol: 33.6
Frontier orbital gap, eV: 10.91

ORCA input file:
```
! wB97M-V def2-TZVPD RIJCOSX def2/J DEFGRID3
* xyz 1 1
C 0.40319 1.74038 2.28686
C -0.19029 1.49507 1.13185
N -0.52074 0.15515 0.69104
C -1.83020 0.06994 -0.01108
H 0.67543 0.95852 2.98003
H 0.64138 2.75931 2.55528
H -0.44446 2.27074 0.42431
H -0.56039 -0.42383 1.52731
H -1.92235 -0.93271 -0.42299
H -2.64777 0.24652 0.68211
H -1.83983 0.78346 -0.82719
C 0.75428 -1.55335 -1.92880
N 1.38744 -0.76179 -0.84429
H 0.10404 -2.32650 -1.52947
H 0.11358 -0.85929 -2.46235
H 1.46524 -1.99636 -2.61755
H 2.05699 -1.28911 -0.29665
H 0.44625 -0.31165 -0.04106
H 1.90821 -0.02448 -1.29737
*
```

---

7.
Formula: C4H13N2
Source: the Open Molecules 2025 dataset
Level of theory: ωB97M-V/def2-TZVPD

## Properties
SMILES string: CC[NH2+]CCN
E_HOMO, eV: -14.15
Energy relative to the best compared isomer or geometry (same formula, charge and spin), kcal/mol: 58.4
Frontier orbital gap, eV: 10.90

ORCA input file:
```
! wB97M-V def2-TZVPD RIJCOSX def2/J DEFGRID3
* xyz 1 1
C -2.00549 0.95674 -0.99487
C -1.14642 -0.29865 -1.48396
N -0.26643 -0.71862 -0.31142
C 1.17314 -0.53009 -0.28017
C 1.76604 0.11081 0.99621
N 0.82350 0.01536 2.18984
H -1.34889 1.74520 -0.58504
H -2.73002 1.43505 -1.72553
H -2.51530 0.79642 -0.05694
H -1.86836 -1.18440 -1.70983
H -0.54222 -0.03671 -2.36026
H -0.62727 -0.00814 0.40774
H -0.49270 -1.74291 -0.31981
H 1.49771 -1.49544 -0.45825
H 1.33431 0.16868 -1.10939
H 2.04725 1.15693 0.80800
H 2.62476 -0.31898 1.49092
H 1.13930 0.77372 2.84205
H 1.13709 -0.82495 2.66071
*
```

---

8.
Formula: C4H13N2
Source: the Open Molecules 2025 dataset
Level of theory: ωB97M-V/def2-TZVPD

## Properties
SMILES string: C[NH2+][C@H](C)CN
E_HOMO, eV: -13.46
Energy relative to the best compared isomer or geometry (same formula, charge and spin), kcal/mol: 23.3
Frontier orbital gap, eV: 10.24

ORCA input file:
```
! wB97M-V def2-TZVPD RIJCOSX def2/J DEFGRID3
* xyz 1 1
C -0.49553 -2.29064 -0.53113
N -0.83046 -0.81299 -0.54710
C 0.23898 0.08333 0.04989
C 0.18920 -0.06737 1.55316
C 0.04669 1.53517 -0.42400
N 1.30149 2.22214 -0.33862
H -1.35197 -2.85292 -0.16593
H -0.20707 -2.60995 -1.51946
H 0.34081 -2.45779 0.13172
H -1.68667 -0.72155 0.00031
H -1.05132 -0.52419 -1.49829
H 1.17749 -0.35219 -0.30804
H 0.68491 0.76616 2.06052
H -0.84807 0.03179 1.92095
H 0.59098 -1.00140 1.93481
H -0.70066 1.97123 0.23656
H -0.36557 1.55153 -1.44368
H 1.20681 3.12443 0.11494
H 1.75997 2.40520 -1.22660
*
```

---

9.
Formula: C4H13N2
Source: the Open Molecules 2025 dataset
Level of theory: ωB97M-V/def2-TZVPD

## Properties
SMILES string: CNCC[NH2+]C
E_HOMO, eV: -13.49
Energy relative to the best compared isomer or geometry (same formula, charge and spin), kcal/mol: 51.0
Frontier orbital gap, eV: 10.53

ORCA input file:
```
! wB97M-V def2-TZVPD RIJCOSX def2/J DEFGRID3
* xyz 1 1
C -0.40037 1.77920 -1.47895
N 0.38398 0.45758 -1.35651
C -0.48917 -0.76003 -0.99817
C -1.04454 -0.49287 0.41254
N 0.21282 -0.03102 1.27975
C 1.23204 -0.97426 1.82391
H -1.01836 1.89075 -0.59977
H -0.91608 1.71545 -2.42797
H 0.29496 2.53368 -1.58311
H 1.09993 0.21724 -2.07116
H -1.28084 -1.07374 -1.70430
H 0.08539 -1.69904 -0.95734
H -1.84225 0.27442 0.24918
H -1.47510 -1.31050 0.87527
H -0.21475 0.36487 2.11467
H 0.72969 0.59633 0.57101
H 0.81136 -1.76603 2.29808
H 1.94693 -0.41008 2.48920
H 1.88436 -1.31194 1.06368
*
```

---

10.
Formula: C4H13N2
Source: the Open Molecules 2025 dataset
Level of theory: ωB97M-V/def2-TZVPD

## Properties
E_HOMO, eV: -13.26
Energy relative to the best compared isomer or geometry (same formula, charge and spin), kcal/mol: 61.8
Frontier orbital gap, eV: 10.06

ORCA input file:
```
! wB97M-V def2-TZVPD RIJCOSX def2/J DEFGRID3
* xyz 1 1
C -0.93830 0.68232 -1.92230
N -2.37514 0.87426 -1.99678
C -0.63170 0.20540 -0.47464
N 0.67848 -0.46841 -0.25618
H -0.36474 1.58904 -2.14548
H -0.60014 -0.08583 -2.69641
H -2.66922 1.82515 -1.76116
H -2.89144 0.63227 -2.83701
H -1.40299 -0.48384 -0.11552
H -0.61985 1.09589 0.17981
H 0.91802 -0.64843 0.74709
H 0.69405 -1.33471 -0.77188
H 1.35366 0.12430 -0.70930
C 2.08117 -0.47591 2.68093
C 0.82253 -0.83831 2.34301
H 2.46522 0.52618 2.42781
H 2.80283 -1.23314 3.03833
H 0.06741 -0.12309 2.02072
H 0.61013 -1.86314 2.24898
*
```

---

no.,DFT total energy (eV)
1,-104691.77681
2,-105400.11884
3,-5847.13167
4,-7333.72299
5,-7335.12612
6,-7332.02983
7,-7330.95336
8,-7332.47841
9,-7331.27743
10,-7330.80702